Entry 1:
ORCA calculation (ωB97M-V/def2-TZVPD) on the molecule C2H6ClPS at a distorted geometry.

Its relative energy (zero: lowest compared OMol25 entry of this formula, charge and spin) is 193.7 kJ/mol. The value obtained for the calculated total energy is -1279.46841 a.u. Its gap between HOMO and LUMO is 0.25720 hartree.

Each atom is followed by the atoms it is bonded to, with distances in Å.
CARTESIAN COORDINATES (ANGSTROEM)
1 C 1.334 1.978 -0.350  P3 1.862, H6 1.006, H7 1.099, H8 1.072
2 C -1.474 -1.403 0.576  S4 1.828, H9 1.075, H10 1.027, H11 1.052
3 P -0.326 1.144 -0.482  C1 1.862, S4 2.070
4 S 0.191 -0.692 0.323  C2 1.828, P3 2.070, Cl5 2.357
5 Cl 0.766 -2.662 -0.837  S4 2.357
6 H 1.099 2.919 -0.084  C1 1.006
7 H 1.771 2.022 -1.358  C1 1.099
8 H 1.999 1.372 0.232  C1 1.072
9 H -1.351 -2.457 0.749  C2 1.075
10 H -2.022 -1.071 -0.226  C2 1.027
11 H -1.989 -1.149 1.457  C2 1.052

=====

Entry 2:
ORCA calculation (ωB97M-V/def2-TZVPD) on a cluster of 2 separate species, C3H5P in total at a distorted geometry.

The spin multiplicity is 3. Its relative energy (zero: lowest compared OMol25 entry of this formula, charge and spin) is 450.0 kJ/mol. The value obtained for the calculated total energy is -458.33724 a.u. Its gap between HOMO and LUMO (spin up / spin down) is 0.23933 / 0.19939 hartree.

Each atom is followed by the atoms it is bonded to, with distances in Å.
CARTESIAN COORDINATES (ANGSTROEM)
1 C 1.525 0.793 -0.329  C2 1.300, H5 1.048, H6 1.170
2 C 1.050 -0.190 0.377  C1 1.300, H7 1.135
3 C -1.081 -0.027 0.327  P4 1.661, H8 1.000
4 P -1.924 -1.435 0.582  C3 1.661, H9 1.409
5 H 2.512 0.741 -0.680  C1 1.048
6 H 0.933 1.778 -0.551  C1 1.170
7 H 1.367 -1.233 0.692  C2 1.135
8 H -1.259 0.708 -0.326  C3 1.000
9 H -3.124 -1.135 -0.092  P4 1.409

=====

Entry 3:
ORCA calculation (ωB97M-V/def2-TZVPD) on the molecule C3H5N3.

Its relative energy (zero: lowest compared OMol25 entry of this formula, charge and spin) is 47.1 kJ/mol. The value obtained for the calculated total energy is -281.57209 a.u. Its gap between HOMO and LUMO is 0.34499 hartree. Its SMILES is Nc1cc[nH]n1.

Each atom is followed by the atoms it is bonded to, with distances in Å.
CARTESIAN COORDINATES (ANGSTROEM)
1 N -1.967 -0.356 0.333  C2 1.393, H7 1.009, H8 1.009
2 C -0.597 -0.260 0.096  N1 1.393, C3 1.416, N6 1.325
3 C 0.091 0.955 -0.142  C2 1.416, C4 1.373, H9 1.080
4 C 1.417 0.601 -0.147  C3 1.373, N5 1.348, H10 1.081
5 N 1.459 -0.734 0.027  C4 1.348, N6 1.356, H11 1.007
6 N 0.232 -1.290 0.186  C2 1.325, N5 1.356
7 H -2.465 0.470 0.037  N1 1.009
8 H -2.420 -1.205 0.027  N1 1.009
9 H -0.343 1.931 -0.302  C3 1.080
10 H 2.313 1.200 -0.229  C4 1.081
11 H 2.279 -1.311 0.115  N5 1.007

=====

Entry 4:
ORCA calculation (ωB97M-V/def2-TZVPD) on a cluster of 5 separate species, C35H75I2N4O5 in total at a distorted geometry.

Its net charge is +1. Its relative energy (zero: lowest compared OMol25 entry of this formula, charge and spin) is 501.3 kJ/mol. The value obtained for the calculated total energy is -2568.73672 a.u. Its gap between HOMO and LUMO is 0.25539 hartree.

Each atom is followed by the atoms it is bonded to, with distances in Å.
CARTESIAN COORDINATES (ANGSTROEM)
1 C 3.304 4.089 -2.117  C2 1.616, H31 1.143, H32 1.140, H33 1.135
2 C 2.182 3.810 -3.246  C1 1.616, C3 1.624, H34 1.149, H35 1.146
3 C 2.639 2.657 -4.295  C2 1.624, C4 1.621, H36 1.131, H37 1.143
4 C 1.370 1.670 -4.510  C3 1.621, N5 1.489, H38 1.150, H39 1.133
5 N 1.396 0.724 -3.361  C4 1.489, C6 1.454, H40 1.041
6 C 0.268 -0.194 -3.349  N5 1.454, C7 1.524, C25 1.510
7 C -0.974 0.110 -4.178  C6 1.524, C8 1.513, H41 1.122
8 C -2.007 -0.982 -4.004  C7 1.513, N9 1.467, N10 1.377
9 N -3.277 -0.843 -4.725  C8 1.467, H42 1.038, H43 1.027
10 N -1.809 -2.086 -3.205  C8 1.377, C11 1.519, N24 1.323
11 C -2.968 -3.061 -3.099  N10 1.519, C12 1.614, H44 1.142, H45 1.130
12 C -4.015 -2.376 -2.079  C11 1.614, C13 1.593, H46 1.147, H47 1.148
13 C -4.808 -3.418 -1.170  C12 1.593, C14 1.617, H48 1.134, H49 1.148
14 C -6.095 -2.719 -0.485  C13 1.617, C15 1.595, H50 1.134, H51 1.147
15 C -7.332 -2.568 -1.481  C14 1.595, C16 1.607, H52 1.144, H53 1.138
16 C -8.505 -1.624 -0.920  C15 1.607, C17 1.616, H54 1.139, H55 1.135
17 C -9.703 -1.689 -2.001  C16 1.616, C18 1.606, H56 1.133, H57 1.148
18 C -9.290 -0.958 -3.370  C17 1.606, C19 1.606, H58 1.142, H59 1.144
19 C -10.184 0.333 -3.706  C18 1.606, C20 1.608, H60 1.139, H61 1.136
20 C -10.405 1.261 -2.411  C19 1.608, C21 1.606, H62 1.141, H63 1.142
21 C -11.091 2.659 -2.806  C20 1.606, O22 1.439, H64 1.141, H65 1.143
22 O -10.464 3.320 -3.920  C21 1.439, C23 1.451
23 C -9.098 3.675 -3.586  O22 1.451, H66 1.134, H67 1.138, H68 1.145
24 N -0.757 -2.456 -2.492  N10 1.323, C25 1.379
25 C 0.233 -1.501 -2.593  C6 1.510, N24 1.379, C26 1.610
26 C 1.535 -1.846 -1.712  C25 1.610, I27 2.214, C28 1.606, H69 1.146
27 I 1.906 -0.290 -0.181  C26 2.214
28 C 2.834 -2.197 -2.588  C26 1.606, C29 1.600, I30 2.213, H70 1.147
29 C 4.026 -1.131 -2.512  C28 1.600, H71 1.144, H72 1.129, H73 1.147
30 I 2.345 -2.769 -4.669  C28 2.213
31 H 2.961 3.672 -1.110  C1 1.143
32 H 4.286 3.572 -2.378  C1 1.140
33 H 3.412 5.211 -1.976  C1 1.135
34 H 1.236 3.507 -2.669  C2 1.149
35 H 1.899 4.777 -3.793  C2 1.146
36 H 3.549 2.105 -3.913  C3 1.131
37 H 2.833 3.215 -5.274  C3 1.143
38 H 0.462 2.375 -4.509  C4 1.150
39 H 1.516 1.143 -5.502  C4 1.133
40 H 1.247 1.326 -2.525  N5 1.041
41 H -1.179 1.006 -4.823  C7 1.122
42 H -3.260 -1.535 -5.498  N9 1.038
43 H -3.319 0.080 -5.175  N9 1.027
44 H -2.642 -4.032 -2.595  C11 1.142
45 H -3.413 -3.314 -4.106  C11 1.130
46 H -4.730 -1.698 -2.667  C12 1.147
47 H -3.417 -1.661 -1.409  C12 1.148
48 H -5.081 -4.349 -1.755  C13 1.134
49 H -4.119 -3.675 -0.288  C13 1.148
50 H -5.847 -1.733 0.015  C14 1.134
51 H -6.440 -3.424 0.352  C14 1.147
52 H -7.806 -3.601 -1.609  C15 1.144
53 H -6.991 -2.206 -2.504  C15 1.138
54 H -8.187 -0.537 -0.799  C16 1.139
55 H -8.921 -1.976 0.076  C16 1.135
56 H -10.695 -1.326 -1.591  C17 1.133
57 H -9.849 -2.802 -2.240  C17 1.148
58 H -9.448 -1.688 -4.233  C18 1.142
59 H -8.199 -0.613 -3.354  C18 1.144
60 H -11.172 0.001 -4.164  C19 1.139
61 H -9.635 0.959 -4.479  C19 1.136
62 H -11.097 0.769 -1.650  C20 1.141
63 H -9.408 1.471 -1.896  C20 1.142
64 H -11.122 3.293 -1.858  C21 1.141
65 H -12.164 2.432 -3.125  C21 1.143
66 H -8.836 4.653 -4.097  C23 1.134
67 H -8.434 2.812 -3.916  C23 1.138
68 H -9.003 3.850 -2.458  C23 1.145
69 H 1.340 -2.772 -1.066  C26 1.146
70 H 3.281 -3.161 -2.158  C28 1.147
71 H 4.598 -1.290 -1.534  C29 1.144
72 H 3.705 -0.053 -2.605  C29 1.129
73 H 4.751 -1.355 -3.373  C29 1.147
74 C 1.116 -1.030 4.144  C75 1.521, H78 1.095, H79 1.093, H80 1.092
75 C 0.521 -2.423 4.003  C74 1.521, C76 1.521, O77 1.428, H81 1.093
76 C 1.584 -3.498 4.164  C75 1.521, H82 1.095, H83 1.093, H84 1.093
77 O -0.092 -2.550 2.720  C75 1.428, H85 0.965
78 H 1.872 -0.849 3.373  C74 1.095
79 H 0.343 -0.268 4.014  C74 1.093
80 H 1.578 -0.895 5.124  C74 1.092
81 H -0.262 -2.565 4.751  C75 1.093
82 H 2.357 -3.401 3.394  C76 1.095
83 H 1.145 -4.492 4.050  C76 1.093
84 H 2.061 -3.437 5.146  C76 1.093
85 H 0.592 -2.426 2.051  O77 0.965
86 C 5.157 -2.610 1.830  C87 1.520, H90 1.095, H91 1.094, H92 1.093
87 C 6.536 -1.981 1.730  C86 1.520, C88 1.520, O89 1.428, H93 1.093
88 C 6.904 -1.254 3.013  C87 1.520, H94 1.095, H95 1.093, H96 1.093
89 O 6.561 -1.061 0.638  C87 1.428, H97 0.966
90 H 4.391 -1.845 1.996  C86 1.095
91 H 4.899 -3.120 0.897  C86 1.094
92 H 5.109 -3.333 2.648  C86 1.093
93 H 7.279 -2.755 1.519  C87 1.093
94 H 6.198 -0.443 3.219  C88 1.095
95 H 7.893 -0.796 2.925  C88 1.093
96 H 6.910 -1.937 3.866  C88 1.093
97 H 5.907 -0.373 0.816  O89 0.966
98 C 7.854 2.807 3.012  C99 1.521, H102 1.095, H103 1.094, H104 1.093
99 C 8.554 2.918 4.358  C98 1.521, C100 1.520, O101 1.426, H105 1.093
100 C 9.933 3.542 4.215  C99 1.520, H106 1.095, H107 1.093, H108 1.093
101 O 8.678 1.620 4.936  C99 1.426, H109 0.966
102 H 8.423 2.169 2.328  C98 1.095
103 H 6.869 2.347 3.129  C98 1.094
104 H 7.729 3.789 2.549  C98 1.093
105 H 7.947 3.521 5.039  C99 1.093
106 H 10.574 2.930 3.573  C100 1.095
107 H 10.428 3.605 5.188  C100 1.093
108 H 9.871 4.546 3.789  C100 1.093
109 H 9.214 1.080 4.342  O101 0.966
110 C 4.800 3.051 7.188  C111 1.520, H114 1.095, H115 1.093, H116 1.093
111 C 4.429 1.653 6.718  C110 1.520, C112 1.520, O113 1.428, H117 1.093
112 C 5.401 0.614 7.252  C111 1.520, H118 1.095, H119 1.093, H120 1.093
113 O 4.432 1.615 5.290  C111 1.428, H121 0.966
114 H 5.796 3.331 6.830  C110 1.095
115 H 4.100 3.789 6.787  C110 1.093
116 H 4.790 3.116 8.278  C110 1.093
117 H 3.415 1.412 7.047  C111 1.093
118 H 6.417 0.811 6.895  C112 1.095
119 H 5.130 -0.384 6.897  C112 1.093
120 H 5.411 0.605 8.344  C112 1.093
121 H 5.326 1.828 4.990  O113 0.966

=====

Entry 5:
ORCA calculation (ωB97M-V/def2-TZVPD) on a cluster of 2 separate species, C4H10N2O2 in total at a distorted geometry.

Its relative energy (zero: lowest compared OMol25 entry of this formula, charge and spin) is 190.4 kJ/mol. The value obtained for the calculated total energy is -418.38844 a.u. Its gap between HOMO and LUMO is 0.30236 hartree. Its SMILES is NC(=O)O.C=CNC.

Each atom is followed by the atoms it is bonded to, with distances in Å.
CARTESIAN COORDINATES (ANGSTROEM)
1 N 1.254 -2.556 0.657  C2 1.407, H5 1.013, H6 1.030
2 C 0.139 -2.074 -0.053  N1 1.407, O3 1.200, O4 1.375
3 O -0.958 -2.163 0.426  C2 1.200
4 O 0.457 -1.528 -1.274  C2 1.375, H7 0.942
5 H 1.050 -2.726 1.634  N1 1.013
6 H 2.131 -2.037 0.503  N1 1.030
7 H 1.224 -1.969 -1.597  O4 0.942
8 C 1.443 1.848 0.497  C9 1.352, H12 1.112, H13 1.087
9 C 0.279 1.664 -0.166  C8 1.352, N10 1.363, H14 1.097
10 N -0.915 1.200 0.299  C9 1.363, C11 1.447, H15 0.994
11 C -2.077 0.887 -0.505  N10 1.447, H16 1.108, H17 1.135, H18 1.124
12 H 1.406 1.773 1.606  C8 1.112
13 H 2.292 2.392 0.091  C8 1.087
14 H 0.236 1.980 -1.216  C9 1.097
15 H -0.829 0.886 1.238  N10 0.994
16 H -3.000 1.082 0.074  C11 1.108
17 H -2.034 1.543 -1.431  C11 1.135
18 H -2.100 -0.202 -0.783  C11 1.124

=====

Entry 6:
ORCA calculation (ωB97M-V/def2-TZVPD) on the molecule C6H13ClNO5P at a distorted geometry.

Its relative energy (zero: lowest compared OMol25 entry of this formula, charge and spin) is 0.0 kJ/mol. The value obtained for the calculated total energy is -1468.82799 a.u. Its gap between HOMO and LUMO is 0.39606 hartree. Its SMILES is CCOP(=O)(OCC)[C@@H](Cl)C[N+](=O)[O-].

Each atom is followed by the atoms it is bonded to, with distances in Å.
CARTESIAN COORDINATES (ANGSTROEM)
1 C -2.460 -1.727 0.183  C2 1.552, H15 1.115, H16 1.134, H17 1.127
2 C -1.170 -2.548 -0.082  C1 1.552, O3 1.484, H18 1.152, H19 1.106
3 O -0.251 -1.748 -0.929  C2 1.484, P4 1.555
4 P 0.419 -0.376 -0.632  O3 1.555, O5 1.439, O6 1.576, C9 1.807
5 O 0.896 0.148 -1.884  P4 1.439
6 O -0.704 0.413 0.143  P4 1.576, C7 1.500
7 C -1.048 1.842 -0.156  O6 1.500, C8 1.530, H20 1.057, H21 1.186
8 C -2.241 2.216 0.727  C7 1.530, H22 1.074, H23 1.077, H24 1.137
9 C 1.844 -0.522 0.469  P4 1.807, Cl10 1.767, C11 1.788, H25 1.137
10 Cl 2.049 -2.202 0.978  C9 1.767
11 C 3.356 -0.082 -0.378  C9 1.788, N12 1.465, H26 1.106, H27 1.126
12 N 3.213 1.376 -0.365  C11 1.465, O13 1.193, O14 1.186
13 O 2.130 1.864 -0.256  N12 1.193
14 O 4.238 1.973 -0.366  N12 1.186
15 H -2.829 -1.411 -0.821  C1 1.115
16 H -3.171 -2.347 0.813  C1 1.134
17 H -2.161 -0.958 0.950  C1 1.127
18 H -1.467 -3.501 -0.657  C2 1.152
19 H -0.530 -2.856 0.767  C2 1.106
20 H -0.244 2.524 -0.083  C7 1.057
21 H -1.308 2.045 -1.295  C7 1.186
22 H -2.435 3.230 0.432  C8 1.074
23 H -3.111 1.670 0.403  C8 1.077
24 H -2.160 2.006 1.841  C8 1.137
25 H 1.796 -0.057 1.506  C9 1.137
26 H 4.222 -0.558 0.120  C11 1.106
27 H 3.128 -0.415 -1.429  C11 1.126

=====

Entry 7:
ORCA calculation (ωB97M-V/def2-TZVPD) on a cluster of 2 separate species, C4H9NO in total at a distorted geometry.

Its net charge is -1. The spin multiplicity is 2. Its relative energy (zero: lowest compared OMol25 entry of this formula, charge and spin) is 244.5 kJ/mol. The value obtained for the calculated total energy is -287.65206 a.u. Its gap between HOMO and LUMO (spin up / spin down) is 0.08090 / 0.22110 hartree.

Each atom is followed by the atoms it is bonded to, with distances in Å.
CARTESIAN COORDINATES (ANGSTROEM)
1 C 1.163 -0.649 -0.221  C2 1.327, H4 1.082, H5 1.087
2 C 1.594 -0.766 1.029  C1 1.327, N3 1.408, H6 1.089
3 N 2.591 0.011 1.647  C2 1.408, H7 1.014, H8 1.017
4 H 1.446 0.164 -0.876  C1 1.082
5 H 0.861 -1.586 -0.684  C1 1.087
6 H 1.497 -1.738 1.509  C2 1.089
7 H 2.502 1.007 1.476  N3 1.014
8 H 2.646 -0.104 2.656  N3 1.017
9 C -1.923 0.995 -1.729  C10 1.368, H12 1.096, H13 1.082
10 C -2.518 0.577 -0.570  C9 1.368, O11 1.398, H14 1.088
11 O -1.927 -0.296 0.347  C10 1.398, H15 0.987
12 H -2.512 0.990 -2.653  C9 1.096
13 H -0.858 1.184 -1.692  C9 1.082
14 H -3.567 0.643 -0.287  C10 1.088
15 H -0.996 -0.432 0.049  O11 0.987

=====

Entry 8:
ORCA calculation (ωB97M-V/def2-TZVPD) on the molecule C2H6O3S2 at a distorted geometry.

Its relative energy (zero: lowest compared OMol25 entry of this formula, charge and spin) is 218.1 kJ/mol. The value obtained for the calculated total energy is -1101.79362 a.u. Its gap between HOMO and LUMO is 0.34643 hartree. Its SMILES is CCS(=O)(=O)OS.

Each atom is followed by the atoms it is bonded to, with distances in Å.
CARTESIAN COORDINATES (ANGSTROEM)
1 C 1.626 -0.460 -0.531  C2 1.492, H8 1.059, H9 1.089, H10 1.230
2 C 0.724 0.057 0.540  C1 1.492, S3 1.868, H11 1.102, H12 1.214
3 S -0.624 1.100 -0.223  C2 1.868, O4 1.406, O5 1.396, O6 1.950
4 O -1.402 1.672 0.800  S3 1.406
5 O -0.217 1.873 -1.312  S3 1.396
6 O -1.762 -0.333 -0.900  S3 1.950, S7 1.645
7 S -2.092 -1.414 0.295  O6 1.645, H13 1.330
8 H 1.185 -1.014 -1.319  C1 1.059
9 H 2.048 0.469 -0.910  C1 1.089
10 H 2.479 -1.124 0.055  C1 1.230
11 H 0.866 0.707 1.419  C2 1.102
12 H -0.019 -0.824 0.921  C2 1.214
13 H -2.813 -0.710 1.163  S7 1.330

=====

- Number 5 is which compound?
  C4H10N2O2

=====

- Which of these has the lowest relative energy (zero: lowest compared OMol25 entry of this formula, charge and spin)?
  C6H13ClNO5P

=====

- Among the records above, which one has the lowest calculated total energy?
  C35H75I2N4O5